Record 1
# C13H24ClF2N3O8P3S2

A 2-piece molecular cluster, C13H24ClF2N3O8P3S2 overall at a distorted geometry (the ωB97M-V functional and the def2-TZVPD basis, the Open Molecules 2025 dataset).

Last column: Löwdin charge in e.
Atoms and positions in Å:
C: 5.402 -0.277 3.467  -0.05
C: 4.427 0.065 2.395  -0.15
C: 3.637 -1.210 1.658  -0.16
C: 2.017 -0.936 1.968  -0.23
O: 1.520 0.160 1.113  -0.29
C: 0.078 0.443 1.424  -0.50
P: -0.931 -0.918 0.612  0.93
C: -1.619 -2.227 1.811  -0.31
C: -2.121 -0.400 -0.753  -0.36
C: -0.368 1.988 1.219  -0.65
O: -0.465 2.535 -0.098  -0.17
C: 0.644 2.424 -1.000  -0.45
C: 0.399 3.611 -2.160  -0.03
C: 0.730 1.017 -1.884  -0.07
C: -0.055 0.798 -3.166  0.01
O: 1.996 2.676 -0.504  -0.09
C: 3.037 2.413 -1.507  -0.16
N: 3.904 2.085 -2.407  0.13
P: 0.730 3.008 2.473  0.77
N: -0.164 3.814 3.569  -0.39
P: -2.141 2.227 2.010  0.70
O: -2.510 0.811 3.016  -0.41
Cl: -3.624 2.428 0.464  0.16
H: 5.588 0.475 4.354  0.06
H: 5.928 -1.323 3.430  0.06
H: 4.123 1.139 2.041  0.10
H: 3.789 -1.230 0.495  0.11
H: 3.983 -2.255 2.110  0.12
H: 1.990 -0.616 3.117  0.13
H: 1.473 -1.961 1.823  0.11
H: 0.018 0.249 2.604  0.11
H: -2.368 -1.749 2.570  0.03
H: -2.137 -3.127 1.221  0.07
H: -0.762 -2.741 2.463  0.05
H: -3.261 -0.628 -0.498  0.07
H: -1.890 -1.076 -1.708  0.03
H: -2.016 0.717 -1.146  0.02
H: 0.792 4.640 -1.700  0.11
H: 1.010 3.413 -3.141  0.10
H: -0.738 3.755 -2.392  0.10
H: 1.384 0.097 -1.523  0.12
H: 0.093 -0.181 -3.828  0.09
H: -0.889 1.548 -3.518  0.08
H: 1.557 3.966 1.782  0.01
H: 1.538 2.061 3.255  0.03
H: 0.115 3.461 4.531  -0.03
H: -2.130 1.076 3.919  0.07
N: -3.344 -3.102 -3.830  -0.31
S: -4.033 -4.018 -4.904  0.52
O: -5.320 -4.611 -4.557  -0.31
O: -3.171 -4.820 -5.765  -0.31
F: -4.508 -2.895 -5.944  -0.21
S: -2.826 -3.940 -2.605  0.52
O: -2.478 -3.127 -1.440  -0.36
O: -1.905 -5.040 -2.861  -0.30
F: -4.128 -4.694 -2.074  -0.20

Forces on the atoms, in the same order (eV/Å):
-2.90 1.45 -2.70
2.22 -2.64 2.15
-0.13 1.33 -0.10
1.64 -0.58 0.67
-0.71 -0.56 1.50
-0.02 -0.27 1.97
0.92 -1.53 -1.58
-0.91 -0.61 1.50
-1.80 0.40 -1.76
0.82 -2.29 0.17
2.54 -0.24 0.32
-0.96 -0.54 -5.85
0.01 0.95 0.88
-2.64 -1.58 -3.61
2.02 0.56 3.76
3.18 -0.75 -2.13
3.09 -2.24 -4.17
-7.33 3.03 7.88
-0.95 0.81 2.29
1.28 -1.56 0.37
-1.14 0.80 2.02
1.54 1.77 -0.49
1.08 -1.05 0.54
0.19 -1.51 -2.27
-1.53 2.04 0.49
0.37 -2.19 1.27
-0.29 0.09 2.21
-0.83 2.44 -0.85
-0.30 -0.60 -2.30
0.60 2.11 0.03
-0.20 0.62 -2.27
1.15 -1.08 -1.35
1.14 2.33 0.98
-1.58 1.36 -1.59
2.46 0.66 -0.40
-0.34 1.47 2.43
-0.17 -2.40 1.39
-0.89 -2.23 -0.87
-1.26 0.15 2.11
2.18 -0.49 0.43
-1.35 2.36 -0.60
-0.30 2.28 1.88
2.01 -1.50 0.74
-0.24 -1.01 -0.23
-0.19 0.54 -1.49
-0.53 0.63 -1.54
-0.89 -0.31 -1.83
0.19 -0.27 0.70
-2.14 -2.21 -3.93
1.86 0.77 0.36
-0.50 0.99 1.72
0.42 0.48 0.67
1.95 -1.45 3.18
-0.58 -0.47 -2.06
-1.25 1.55 -0.40
0.00 0.17 -0.23

Properties
- lowest unoccupied orbital energy (Eh) = 0.0577
- energy (Eh) = -3755.88350
- spin multiplicity = 1
- Kohn-Sham gap (eV) = 6.83
- total charge = -1

***

Record 2
# C28H43MnNO3P2

C28H43MnNO3P2 as an isolated structure (the ωB97M-V functional and the def2-TZVPD basis, the Open Molecules 2025 dataset).

Last column: Löwdin charge in e.
Atoms and positions in Å:
Mn: 0.381 -0.050 -0.418  0.67
C: 3.724 -1.812 1.217  -0.09
C: 4.112 -0.880 0.071  -0.50
C: 4.478 -1.677 -1.180  -0.08
P: 2.791 0.360 -0.230  1.11
C: 3.399 1.670 -1.364  -0.49
C: 2.462 2.882 -1.290  -0.08
C: 3.522 1.143 -2.805  -0.09
C: 2.455 1.174 1.357  -0.28
C: 3.192 2.216 1.916  -0.05
C: 2.761 2.809 3.090  -0.02
C: 1.586 2.381 3.710  -0.01
C: 0.858 1.329 3.188  0.01
C: 1.311 0.715 2.023  -0.29
N: 0.668 -0.391 1.429  -0.05
C: 0.432 -1.555 2.126  -0.29
C: 0.892 -1.786 3.431  0.01
C: 0.719 -3.031 4.006  -0.02
C: 0.113 -4.065 3.298  -0.03
C: -0.344 -3.845 2.009  -0.05
C: -0.211 -2.590 1.428  -0.29
P: -0.859 -2.140 -0.180  1.16
C: -2.666 -1.924 0.076  -0.49
C: -3.349 -3.264 0.353  -0.07
C: -2.932 -0.910 1.190  -0.08
C: -0.529 -3.506 -1.337  -0.51
C: -1.244 -3.239 -2.665  -0.08
C: 0.980 -3.658 -1.525  -0.10
H: 4.554 -2.489 1.419  0.10
H: 2.857 -2.423 0.952  0.07
H: 3.507 -1.271 2.138  0.08
H: 4.971 -0.273 0.383  0.13
H: 3.619 -2.235 -1.558  0.06
H: 5.252 -2.400 -0.924  0.10
H: 4.868 -1.055 -1.982  0.06
H: 4.392 1.962 -1.008  0.12
H: 1.426 2.599 -1.488  0.05
H: 2.756 3.611 -2.045  0.10
H: 2.483 3.377 -0.323  0.08
H: 2.789 0.364 -3.035  0.06
H: 4.503 0.722 -3.008  0.08
H: 3.370 1.961 -3.509  0.09
H: 4.093 2.574 1.433  0.12
H: 3.330 3.622 3.520  0.13
H: 1.239 2.878 4.606  0.13
H: -0.060 0.999 3.656  0.14
H: 1.419 -1.014 3.971  0.12
H: 1.083 -3.209 5.009  0.13
H: -0.002 -5.039 3.752  0.13
H: -0.815 -4.655 1.466  0.12
H: -3.036 -1.519 -0.869  0.09
H: -3.014 -3.689 1.301  0.08
H: -3.196 -3.999 -0.437  0.08
H: -4.422 -3.091 0.438  0.10
H: -2.596 -1.299 2.154  0.09
H: -4.007 -0.743 1.264  0.10
H: -2.455 0.051 1.007  0.06
H: -0.935 -4.414 -0.879  0.12
H: -0.905 -2.302 -3.113  0.07
H: -2.327 -3.191 -2.554  0.08
H: -1.019 -4.041 -3.367  0.10
H: 1.405 -2.759 -1.980  0.06
H: 1.189 -4.494 -2.193  0.10
H: 1.497 -3.846 -0.582  0.07
C: -0.549 2.326 -3.652  0.02
C: -1.039 1.342 -2.617  -0.45
C: -2.248 0.560 -3.085  0.02
O: 0.057 0.366 -2.316  -0.14
C: -1.333 1.996 -1.264  -0.53
O: -1.943 3.019 -1.211  0.18
O: -0.909 1.301 -0.200  -0.12
H: -0.377 1.830 -4.610  0.11
H: 0.357 2.840 -3.335  0.09
H: -1.323 3.079 -3.793  0.12
H: -2.039 0.049 -4.026  0.11
H: -3.073 1.254 -3.245  0.12
H: -2.558 -0.169 -2.338  0.07
H: 0.615 0.213 -3.088  0.12

Forces on the atoms, in the same order (eV/Å):
0.08 0.30 0.60
0.01 0.01 0.02
0.00 -0.03 0.00
0.01 0.01 0.00
-0.09 -0.32 0.02
-0.10 -0.01 -0.07
0.01 0.01 0.01
0.03 0.01 -0.01
0.02 0.08 -0.01
-0.02 0.08 -0.09
-0.01 0.00 0.00
-0.01 -0.02 -0.02
0.03 0.08 0.04
-0.08 -0.11 -0.07
-0.28 0.30 -0.58
0.02 -0.20 0.26
0.02 -0.01 -0.01
0.02 0.05 -0.04
-0.02 -0.06 0.04
0.00 -0.11 -0.13
0.12 0.06 -0.02
0.07 -0.22 0.62
-0.07 0.47 -0.21
0.13 -0.13 0.01
-0.02 -0.02 0.06
0.11 0.25 -0.38
-0.02 -0.06 -0.01
0.03 -0.03 0.04
0.00 0.00 0.00
0.00 0.01 0.01
-0.02 -0.01 -0.01
0.01 0.00 -0.02
0.00 0.00 0.00
-0.01 -0.01 0.00
0.00 -0.01 0.00
-0.02 0.00 0.02
0.01 0.01 -0.01
0.00 0.00 0.00
0.00 0.00 0.01
-0.01 0.01 0.00
0.00 0.00 0.00
0.01 0.00 0.00
0.00 0.00 0.00
0.01 -0.02 0.01
0.01 0.00 0.00
0.00 -0.02 0.01
-0.01 0.01 0.02
0.00 0.01 0.00
-0.02 0.00 0.00
0.01 0.01 0.01
-0.07 -0.03 -0.01
-0.01 0.01 -0.01
-0.02 0.01 0.00
0.01 0.05 -0.01
0.01 0.00 0.00
0.00 -0.01 -0.02
0.00 -0.01 0.00
-0.02 0.08 0.09
0.01 0.00 0.00
0.00 0.00 0.00
-0.01 0.00 0.00
-0.01 0.00 -0.02
-0.02 0.00 0.00
0.00 0.00 0.00
-0.04 0.08 0.01
0.18 -0.23 -0.05
-0.07 0.08 -0.05
-0.05 -0.04 -0.04
-0.03 -0.22 -0.03
-0.03 0.12 0.17
0.16 -0.29 -0.16
0.00 -0.01 0.01
0.00 -0.02 -0.01
0.01 0.00 -0.02
0.01 0.00 0.00
0.00 -0.01 0.00
-0.01 -0.02 0.01
0.03 0.08 0.01

Properties
- lowest unoccupied orbital energy (alpha / beta) (Eh) = -0.3281 / -0.2924
- energy (Eh) = -3206.41393
- spin multiplicity = 4
- Kohn-Sham gap (alpha / beta) (eV) = 5.15 / 6.41
- total charge = +2
- ⟨S²⟩ = 4.008